Record 1
{"formula": "C5H14O2", "method": "ωB97M-V with the def2-TZVPD basis set", "fmax_ha_per_bohr": 0.0384, "smiles": "C/C=C/CC.O.O", "charge": 0, "symbols": ["H", "H", "H", "H", "H", "H", "C", "C", "O", "C", "H", "H", "H", "C", "C", "O", "H", "H", "H", "H", "H"], "coordinates": [[-2.65154, 1.91519, 1.08139], [-0.06258, -0.68180, -3.60640], [0.85502, 1.18011, 1.02946], [-0.09776, -2.44997, 2.19098], [1.78786, -1.06502, 1.73640], [-1.78348, 1.89232, -0.35442], [0.11947, -2.33686, 1.12808], [0.28224, 0.25394, 1.04709], [-0.39292, 0.21727, -3.48302], [-1.04237, 0.47216, 1.03879], [-1.14830, 2.75739, 1.01539], [1.43768, -1.08738, 0.00607], [0.91123, 0.65408, -1.38798], [0.98127, -1.06497, 1.00603], [-1.61644, 1.81626, 0.72555], [1.72247, 1.08784, -1.63941], [0.45005, 0.71311, -3.39913], [-0.86383, -2.18904, 0.68046], [0.65858, -3.16159, 0.68053], [-1.66966, -0.36099, 1.33177], [2.12301, 1.43793, -0.82764]], "forces_ev_per_angstrom": [[0.2, -0.2, 0.3], [-0.3, 0.0, -0.1], [0.5, -0.3, -0.3], [0.1, -0.6, 0.0], [0.2, -0.2, 0.0], [0.3, -0.1, -0.1], [-0.1, 1.4, 0.7], [-1.4, 0.5, 0.2], [1.1, 0.1, 0.1], [1.6, 0.1, 0.7], [0.7, -0.5, 0.3], [0.3, 0.0, 0.2], [-0.5, -0.1, 0.4], [-0.1, -0.1, -0.6], [-1.9, 0.2, -0.4], [0.8, 0.4, -0.1], [-0.7, -0.1, -0.1], [0.2, -0.2, -0.4], [-0.2, -0.3, 0.2], [-0.5, 0.1, -0.6], [-0.3, -0.2, -0.4]], "lowdin_charge": [0.068, 0.037, 0.099, 0.076, 0.106, 0.074, -0.098, -0.166, -0.071, -0.157, 0.076, 0.097, -0.004, -0.259, -0.111, -0.062, 0.026, 0.061, 0.068, 0.094, 0.047]}

Record 2
{"formula": "C5H14O2", "method": "ωB97M-V with the def2-TZVPD basis set", "fmax_ha_per_bohr": 0.0505, "smiles": "CCCCCO.O", "charge": 0, "symbols": ["H", "C", "C", "H", "H", "C", "H", "C", "H", "H", "O", "H", "H", "H", "H", "H", "H", "H", "H", "O", "C"], "coordinates": [[-1.87935, 2.34332, 5.86886], [-1.35769, 0.26347, -0.83743], [0.84936, -1.74672, -0.45738], [-0.44351, 1.49548, -2.29563], [-0.27509, 2.11614, -0.59339], [1.20039, 0.72191, -1.28342], [-0.57310, -2.47754, -1.58919], [1.40251, -0.79236, -1.56886], [-2.31717, 0.75500, -0.62271], [1.59604, -2.54842, -0.29574], [-1.45172, 1.94622, 6.64303], [-1.25074, -0.26140, 0.12007], [0.90610, -1.19567, 0.48431], [2.47676, -0.93100, -1.42681], [1.69546, 1.22570, -2.10488], [1.03107, -1.14427, -2.52575], [1.58116, 0.75603, -0.26313], [-1.00510, 1.25221, 6.14080], [-1.54670, -0.55748, -1.51672], [-0.35958, -2.46400, -0.63503], [-0.27910, 1.24339, -1.24098]], "forces_ev_per_angstrom": [[-0.3, 0.5, 0.6], [-1.1, -0.2, 1.4], [1.7, -0.7, -0.1], [-0.5, 0.6, 0.3], [-0.2, 0.3, -0.3], [-1.8, -1.8, 0.3], [0.2, 0.0, 0.8], [-0.7, -0.3, 1.5], [0.1, 0.3, -0.7], [0.1, 0.4, -0.3], [-0.1, -0.2, -1.2], [0.8, 0.2, -0.1], [-0.8, 0.0, 0.1], [0.1, -0.1, -0.8], [0.7, 0.6, 0.6], [0.3, 0.1, -0.4], [0.7, 1.0, -0.2], [0.4, -0.3, 0.7], [0.0, 0.2, -0.5], [-0.5, 0.5, -0.8], [1.1, -0.8, -0.9]], "lowdin_charge": [0.036, -0.127, -0.286, 0.101, 0.099, -0.198, 0.091, -0.180, 0.075, 0.108, -0.068, 0.071, 0.109, 0.103, 0.100, 0.108, 0.101, 0.032, 0.060, -0.100, -0.236]}

Record 3
{"formula": "C5H14O2", "method": "ωB97M-V with the def2-TZVPD basis set", "fmax_ha_per_bohr": 0.0667, "smiles": "C=O.CCC.CO", "charge": 0, "symbols": ["H", "H", "H", "H", "H", "H", "H", "C", "H", "H", "H", "O", "H", "C", "H", "C", "C", "H", "O", "H", "C"], "coordinates": [[-0.62663, -2.19492, -1.91948], [-1.04077, 1.28963, -1.79954], [-1.82695, -0.00520, -0.89810], [2.29274, 0.64581, -0.52035], [0.73870, -3.17050, -1.33378], [-0.25981, 1.03111, 2.43737], [0.97950, -1.54673, 0.42285], [-1.46575, 1.02310, -0.82949], [-1.31248, -0.18952, 1.71743], [0.02521, 2.10920, 0.24343], [-2.29224, 1.70135, -0.62995], [0.08390, -1.64390, -0.09451], [2.18014, 1.33769, 1.20301], [-0.40300, 1.10659, 0.27363], [0.16823, 0.05066, 0.00266], [2.10131, 0.46114, 0.54833], [-0.99704, 0.85133, 1.65443], [-1.85378, 1.49886, 1.85002], [2.16580, -0.68269, 1.01335], [1.01653, -1.51531, -1.95108], [0.32636, -2.15771, -1.39023]], "forces_ev_per_angstrom": [[0.1, 0.0, 0.0], [0.0, 0.0, 0.0], [-0.2, 0.1, 0.0], [-0.5, 0.0, 0.0], [0.0, 0.1, -0.1], [0.0, -0.1, 0.1], [-1.9, -0.6, -1.4], [0.2, 0.1, 0.1], [-0.1, 0.0, 0.1], [0.7, -0.3, -0.1], [-0.2, 0.0, 0.0], [1.4, -0.6, 1.0], [-0.4, 0.0, 0.1], [-0.3, -2.2, -0.7], [-0.6, 3.3, 0.6], [1.7, -1.5, 0.6], [0.1, 0.0, -0.1], [-0.1, 0.0, 0.0], [0.1, 1.8, -0.2], [0.0, -0.1, -0.1], [0.2, 0.0, 0.2]], "lowdin_charge": [0.079, 0.070, 0.067, 0.105, 0.080, 0.067, 0.070, -0.118, 0.075, 0.103, 0.067, -0.211, 0.100, -0.358, 0.088, -0.121, -0.114, 0.071, -0.056, 0.080, -0.145]}

In Ha, the DFT total energy values for the records above are, in order, -349.3435; -349.3296; -349.2856.
In kcal/mol, the relative energy (zero: lowest compared OMol25 entry of this formula, charge and spin) values for the records above are, in order, 20.3; 29.0; 56.6.
In hartree, the gap between HOMO and LUMO values for the records above are, in order, 0.36686; 0.39474; 0.36739.